(1)
Here is 2 unconnected molecules or ions with the total composition C3H9N2 from the OMol25 dataset. Energies are from the ωB97M-V functional and the def2-TZVPD basis.

Each line ends with the natural charge from an NBO analysis.
Element x y z (Å)
C: 0.52611 1.04705 -0.16571  0.23
C: -2.35461 -0.72582 0.05579  -0.70
C: 2.60359 -0.59724 0.00309  -0.44
N: 1.30271 0.10256 -0.14790  -0.09
N: -0.75116 1.16201 0.26898  -0.47
H: 0.86441 2.13764 -0.06674  0.32
H: -2.59726 -1.41915 0.86318  0.25
H: -3.20774 -0.09735 -0.21150  0.23
H: -1.98685 -1.15979 -0.86134  0.23
H: 2.96467 -0.91558 -0.97884  0.25
H: 3.37116 0.11278 0.28836  0.27
H: 2.16078 -1.47020 0.54862  0.28
H: -1.36628 1.87471 0.02791  0.41
H: -1.52953 -0.05162 0.37610  0.22

Its spin multiplicity is 1. The net charge is +1.

(2)
Here is a gas-phase ion, C3H9N2 (charge +1) from the OMol25 dataset. Energies are from the ωB97M-V functional and the def2-TZVPD basis.

Each line ends with the natural charge from an NBO analysis.
Element x y z (Å)
N: 1.98613 1.15341 -0.44825  -0.75
C: 0.93217 0.55632 -0.94940  0.05
N: -0.39818 0.01602 0.19650  -0.50
C: -0.84135 -1.40113 0.52165  -0.23
C: -1.86354 -0.31524 0.52486  -0.20
H: 2.77007 0.67374 0.06949  0.43
H: 1.92606 2.17533 -0.29345  0.42
H: 1.00499 -0.51289 -1.37819  0.23
H: 0.40667 1.17850 -1.64695  0.22
H: 0.01043 0.34010 1.14095  0.40
H: -0.52313 -1.84430 1.43784  0.23
H: -0.77656 -2.09855 -0.25693  0.23
H: -1.96609 0.17850 1.48392  0.22
H: -2.59870 -0.03524 -0.19570  0.25

Its spin multiplicity is 1. The net charge is +1.

(3)
Here is a gas-phase ion, C3H9N2 (charge +1) from the OMol25 dataset. Energies are from the ωB97M-V functional and the def2-TZVPD basis.

Each line ends with the natural charge from an NBO analysis.
Element x y z (Å)
C: 1.28859 -1.92050 0.57947  -0.63
C: 0.12096 -1.26000 -0.15721  -0.19
N: 0.32512 0.21517 -0.26646  -0.69
C: -0.54668 1.19165 -0.56287  0.55
N: -1.20398 1.87508 0.34252  -0.68
H: 1.66670 -2.82939 0.10018  0.25
H: 2.16854 -1.27808 0.59066  0.22
H: 0.94164 -2.15485 1.58657  0.24
H: 0.12630 -1.62576 -1.20502  0.20
H: -0.88480 -1.47013 0.18604  0.22
H: 1.25734 0.44350 -0.60817  0.42
H: -0.82048 1.30903 -1.62510  0.19
H: -2.14335 2.15083 0.04212  0.43
H: -0.95879 2.51305 1.09029  0.47

Its spin multiplicity is 1. The net charge is +1.

Q: Which of them is the least stable? A: (1).

(1)
Here is 2 unconnected molecules or ions with the total composition C3H9N2 from the OMol25 dataset. Energies are from the ωB97M-V functional and the def2-TZVPD basis.

Each line ends with the natural charge from an NBO analysis.
Element x y z (Å)
C: -0.71342 -0.85926 1.43048  -0.69
C: 0.39155 0.19716 1.13933  0.11
C: 0.46108 0.66875 -0.10929  0.22
N: -0.60287 -0.13926 -3.57310  -1.01
N: 0.99270 0.71178 2.31620  -0.63
H: -0.46163 -1.68535 2.15732  0.26
H: -1.67693 -0.46765 1.88900  0.30
H: -1.12523 -1.24106 0.47019  0.26
H: 1.16607 1.37969 -0.43267  0.21
H: -0.33896 -0.78852 -4.28101  0.38
H: -0.22248 0.73734 -3.82742  0.36
H: -0.29436 -0.28512 -2.56959  0.34
H: 1.64975 1.48435 2.18141  0.43
H: 0.77474 0.28715 3.20914  0.45

Its spin multiplicity is 1. The net charge is +1.

(2)
Here is 2 unconnected molecules or ions with the total composition C3H9N2 from the OMol25 dataset. Energies are from the ωB97M-V functional and the def2-TZVPD basis.

Each line ends with the natural charge from an NBO analysis.
Element x y z (Å)
C: 1.67419 0.96314 0.94290  -0.65
C: 1.13231 0.11781 -0.25164  0.08
C: -0.06483 0.20574 -0.86495  0.23
N: -3.54992 -0.44034 0.44370  -1.05
N: 2.19126 -0.82810 -0.76721  -0.65
H: 2.38730 0.33641 1.51217  0.27
H: 2.12054 1.90764 0.62814  0.27
H: 0.76977 1.18830 1.55654  0.25
H: -0.31946 -0.22565 -1.85141  0.27
H: -2.94645 0.03196 -0.15194  0.37
H: -4.42597 0.01343 0.77409  0.40
H: -3.50698 -1.40046 0.74381  0.40
H: 1.72163 -1.58986 -1.24098  0.40
H: 2.81662 -0.28001 -1.47322  0.42

Its spin multiplicity is 1. The net charge is +1.

(3)
Here is a gas-phase ion, C3H9N2 (charge +1) from the OMol25 dataset. Energies are from the ωB97M-V functional and the def2-TZVPD basis.

Each line ends with the natural charge from an NBO analysis.
Element x y z (Å)
N: -1.44711 -0.71696 -0.92706  -0.86
C: -0.10925 -0.04375 -0.02069  0.26
N: 0.23759 -1.22300 0.94361  -0.69
C: 0.06713 1.36785 0.37029  -0.44
C: 1.02525 0.69140 -0.71736  -0.43
H: -1.37875 -0.68733 -1.94913  0.40
H: -2.32130 -0.37573 -0.62268  0.38
H: -0.38240 -1.37622 1.75430  0.45
H: 1.19360 -0.96768 1.16604  0.44
H: 0.20258 -2.14426 0.50028  0.46
H: 0.49399 1.68759 1.28921  0.25
H: -0.63781 2.16349 0.08232  0.28
H: 0.80600 0.78886 -1.73080  0.25
H: 2.05081 0.31206 -0.61540  0.24

Its spin multiplicity is 1. The net charge is +1.

Q: Which of them is the least stable? A: (2).

(1)
Here is a gas-phase ion, C3H9N2 (charge +1) from the OMol25 dataset. Energies are from the ωB97M-V functional and the def2-TZVPD basis.

Each line ends with the natural charge from an NBO analysis.
Element x y z (Å)
C: 0.43077 -0.14411 1.52586  0.14
N: 0.46709 -0.12955 0.24979  -0.25
C: 1.19717 -1.21093 -0.48153  -0.43
C: -0.31554 0.85798 -0.59312  -0.06
N: -1.68976 0.65499 -0.50810  -0.85
H: 0.53141 0.68716 2.21749  0.24
H: 0.55910 -1.13087 1.97625  0.21
H: 0.79304 -2.19964 -0.25580  0.25
H: 0.93176 -1.11931 -1.52904  0.24
H: 2.25270 -1.08326 -0.27147  0.25
H: -0.00400 0.66846 -1.61559  0.21
H: 0.08502 1.82395 -0.24979  0.23
H: -2.32961 1.39828 -0.28975  0.41
H: -2.19928 0.12405 -1.18919  0.40

Its spin multiplicity is 1. The net charge is +1.

(2)
Here is 2 unconnected molecules or ions with the total composition C3H9N2 from the OMol25 dataset. Energies are from the ωB97M-V functional and the def2-TZVPD basis.

Each line ends with the natural charge from an NBO analysis.
Element x y z (Å)
C: 0.98635 0.90246 -0.67470  -0.66
C: -0.38241 0.25650 -0.65400  0.11
C: -0.72933 -0.60511 0.28375  0.22
N: 1.03127 -1.06461 2.36938  -1.00
N: -1.28436 0.67134 -1.62521  -0.63
H: 1.26885 1.05156 0.37132  0.25
H: 0.90640 1.88129 -1.13665  0.27
H: 1.73886 0.23536 -1.09264  0.28
H: -1.75583 -0.88489 0.53441  0.25
H: 1.35409 -1.95925 2.71138  0.40
H: 1.83831 -0.48034 2.22970  0.38
H: 0.46592 -1.17917 1.52186  0.30
H: -2.17698 0.17443 -1.57833  0.40
H: -0.95414 0.60543 -2.58401  0.42

Its spin multiplicity is 1. The net charge is +1.

Q: Which of them is the least stable? A: (2).

(1)
Here is a gas-phase ion, C3H9N2 (charge +1) from the OMol25 dataset. Energies are from the ωB97M-V functional and the def2-TZVPD basis.

Each line ends with the natural charge from an NBO analysis.
Element x y z (Å)
C: -0.85228 -0.43041 1.58542  -0.58
C: -1.21468 -0.83762 0.13365  -0.23
N: 0.01569 -0.55366 -0.60289  -0.68
C: 0.68571 0.84268 -0.57791  0.55
N: 2.10437 1.03140 -0.74489  -0.72
H: -0.15793 -1.16509 1.89717  0.23
H: -0.16289 0.38779 1.49152  0.18
H: -1.57665 -0.31136 2.35870  0.25
H: -1.55116 -1.88359 0.04287  0.24
H: -2.07772 -0.30003 -0.32955  0.19
H: -0.14725 -0.85229 -1.57327  0.43
H: 0.22795 1.40546 -1.39411  0.24
H: 2.35860 0.64465 -1.64300  0.46
H: 2.34826 2.02207 -0.64372  0.42

Its spin multiplicity is 1. The net charge is +1.

(2)
Here is a gas-phase ion, C3H9N2 (charge +1) from the OMol25 dataset. Energies are from the ωB97M-V functional and the def2-TZVPD basis.

Each line ends with the natural charge from an NBO analysis.
Element x y z (Å)
C: 1.42901 -0.15644 0.49239  -0.66
C: 0.12153 -0.22935 -0.14645  -0.04
N: 0.06350 -0.75245 -1.52158  -0.67
C: -1.09442 0.23642 0.26731  0.06
N: -1.32750 0.91154 1.43062  -0.81
H: 1.95538 0.68169 0.01647  0.23
H: 2.05411 -0.99589 0.29217  0.24
H: 1.41463 0.20910 1.64286  0.27
H: -0.28333 -1.74818 -1.59709  0.44
H: 0.95296 -0.92146 -1.95018  0.44
H: -0.42870 -0.18061 -2.22551  0.45
H: -1.95910 0.16540 -0.39943  0.21
H: -0.58170 1.38913 2.06077  0.42
H: -2.31638 1.39109 1.63763  0.43

Its spin multiplicity is 1. The net charge is +1.

Q: Which of them is the least stable? A: (1).